# C3H5N3O

A 2-piece molecular cluster, C3H5N3O overall in a non-equilibrium geometry (wB97M-V/def2-TZVPD, OMol25).

Its HOMO energy is -8.70 eV. The molar mass comes out at 99.09 g/mol. The value obtained for the energy relative to the best compared isomer or geometry (same formula, charge and spin) is 649.1 kJ/mol. Its SMILES is C1=CN1.NN=C=O. As for the orbital gap: 0.3492 Eh.

Structure (XYZ):
```
12
Properties=species:S:1:pos:R:3:nbo_charge:R:1
O -3.3404 0.9483 0.1106 -0.521
N 1.4953 -0.0012 -0.5594 -0.667
N -1.5573 -0.4897 0.1887 -0.435
N -0.8780 -1.6054 -0.2721 -0.651
C 2.2292 0.9684 0.2719 -0.046
C 0.9885 0.8851 0.5032 -0.054
C -2.5052 0.1884 0.0736 0.819
H 1.2901 0.4760 -1.6156 0.299
H 3.1884 1.2509 0.4933 0.221
H -0.9467 -2.3104 0.3502 0.362
H 0.0441 -1.1949 -0.5502 0.412
H -0.0079 0.8844 1.0059 0.262
```

=====

# C2H5N2P

One molecule with the formula C2H5N2P in a non-equilibrium geometry (wB97M-V/def2-TZVPD, OMol25).

Its HOMO energy is -8.73 eV. The molar mass comes out at 88.05 g/mol. The value obtained for the energy relative to the best compared isomer or geometry (same formula, charge and spin) is 0.0 kJ/mol. Its SMILES is C1CNP=N1. As for the orbital gap: 0.3442 Eh.

Structure (XYZ):
```
10
Properties=species:S:1:pos:R:3:nbo_charge:R:1
P -1.9407 0.2483 -0.0384 1.203
N -1.2228 -1.1393 -0.0663 -0.915
N -0.5502 1.1206 0.1553 -0.974
C 0.5862 0.3844 -0.1640 -0.227
C 0.1807 -1.0646 0.1054 -0.246
H 0.4509 -1.2647 1.1375 0.188
H 0.7667 -1.6211 -0.5891 0.201
H 1.3572 0.6992 0.4501 0.200
H -0.4394 2.1820 0.3275 0.418
H 0.8114 0.4552 -1.3181 0.153
```

=====

# C3H7NO2

One molecule with the formula C3H7NO2 in a non-equilibrium geometry (wB97M-V/def2-TZVPD, OMol25).

Its HOMO energy (spin up / spin down) is -7.15 / -6.36 eV. The molar mass comes out at 89.09 g/mol. The value obtained for the energy relative to the best compared isomer or geometry (same formula, charge and spin) is 471.2 kJ/mol. Its SMILES is CNC=C(O)O. As for the orbital gap (spin up / spin down): 0.2929 / 0.2442 Eh.

Structure (XYZ):
```
13
Properties=species:S:1:pos:R:3:nbo_charge:R:1
O 2.2785 1.0524 0.2706 -0.730
O 2.0970 -1.1805 -0.3491 -0.721
N -0.8255 -0.2588 -0.3082 -0.559
C -2.2141 0.1220 -0.1148 -0.406
C 0.1838 0.0123 0.5108 -0.053
C 1.4316 0.0283 -0.1737 0.310
H -2.5073 0.0217 0.9331 0.207
H 2.0628 -1.6407 0.5097 0.468
H -2.3662 1.1559 -0.4337 0.191
H -0.2317 -0.2418 -1.2538 0.412
H -0.0306 0.3454 1.5256 0.186
H -2.8528 -0.5263 -0.7186 0.210
H 2.9746 1.1100 -0.3979 0.482
```

=====

# C10H22O3S

One molecule with the formula C10H22O3S in a non-equilibrium geometry (wB97M-V/def2-TZVPD, OMol25).

Its HOMO energy is -10.65 eV. The molar mass comes out at 222.35 g/mol. The value obtained for the energy relative to the best compared isomer or geometry (same formula, charge and spin) is 182.0 kJ/mol. Its SMILES is CCCCCCCCCCS(=O)(=O)O. As for the orbital gap: 0.4139 Eh.

Structure (XYZ):
```
36
Properties=species:S:1:pos:R:3:nbo_charge:R:1
S 3.0003 -2.0054 -0.8968 2.302
O 3.9018 -0.8896 -1.0022 -0.919
O 3.4235 -3.1482 -0.1006 -0.943
O 2.8379 -2.5463 -2.4711 -0.871
C -3.0838 0.3862 0.8471 -0.387
C -1.5611 4.6260 2.3487 -0.627
C 1.3798 -1.4421 -0.3253 -0.649
C 0.9164 -0.3537 -1.2713 -0.422
C -1.5440 -0.9413 -0.7028 -0.397
C -2.7650 1.9005 0.9280 -0.394
C -3.0111 4.0075 2.3432 -0.412
C -3.1148 2.4644 2.3743 -0.410
C -2.9312 -0.4104 -0.5147 -0.398
C -0.4766 0.1540 -0.7674 -0.380
H 1.7757 -1.0630 0.6904 0.259
H -0.3003 0.5861 0.1676 0.191
H -3.5852 4.4150 3.3060 0.201
H -2.6760 1.8922 3.2761 0.215
H -3.6491 -1.1824 -0.4505 0.211
H -3.5040 2.4135 0.2094 0.192
H -1.7742 2.0954 0.6644 0.195
H 0.6080 -2.2753 -0.2580 0.260
H -1.1000 4.4761 3.5117 0.208
H -4.1205 0.2477 1.1410 0.202
H -0.6696 0.9870 -1.4951 0.205
H -2.4320 -0.0359 1.6597 0.188
H -1.3202 -1.4798 -1.6355 0.199
H -4.2598 2.2050 2.4520 0.199
H -3.0958 0.2674 -1.2783 0.202
H 2.9569 -3.5038 -2.3066 0.501
H -0.8548 4.0546 1.5945 0.209
H -3.5862 4.4591 1.4807 0.204
H 1.6460 0.4552 -1.3317 0.240
H 0.6802 -0.8141 -2.2163 0.213
H -1.7359 5.7789 2.0675 0.223
H -1.1652 -1.5656 0.1323 0.191
```

=====

# C36H81NO13P3

A 4-piece molecular cluster, C36H81NO13P3 overall in a non-equilibrium geometry (wB97M-V/def2-TZVPD, OMol25).

As for the expectation value of S²: 0.754. Its HOMO energy (spin up / spin down) is -8.59 / -9.44 eV. The molar mass comes out at 828.96 g/mol. Its multiplicity is 2. As for the orbital gap (spin up / spin down): 0.3289 / 0.3543 Eh.

Structure (XYZ):
```
134
Properties=species:S:1:pos:R:3:lowdin_spin:R:1
P 1.0281 -6.0845 7.5362 0.000
P 0.7662 4.1569 -7.3997 0.000
P 4.5369 5.1633 -0.6436 0.000
O 0.0696 -7.0828 6.6906 0.000
O 0.4083 -6.4125 9.0152 0.000
O -6.8533 -2.0071 -1.4095 0.548
O 0.2346 5.6898 -7.3536 0.000
O 5.4077 5.4450 -1.9824 0.000
O 2.0180 4.2407 -8.1812 0.000
O 5.0721 6.1261 0.3413 0.000
O 0.0218 3.8351 -5.9774 0.000
O 0.1541 -4.7196 7.4497 0.000
O 3.2715 4.6402 -1.5499 0.000
O 2.2115 -5.7995 6.6970 0.000
O 5.1133 3.6988 -0.2507 0.000
O -0.3588 3.4993 -8.3656 0.000
N -5.9672 -2.6277 -0.7040 0.351
C -6.1299 -2.2713 0.7442 0.027
C -3.5558 0.6508 0.6286 0.001
C 2.0423 6.7619 -1.2945 0.000
C 1.0435 6.7734 -7.8099 0.000
C 2.3733 -5.6318 10.2746 0.000
C -5.9400 -3.5272 1.6267 0.004
C -0.6277 1.1806 -0.0378 0.000
C -4.7737 -0.1285 0.0918 0.002
C -4.6147 -2.3575 -1.2194 0.028
C -4.5364 -2.8064 -2.7050 0.002
C -0.2293 1.1203 -7.8205 0.000
C 1.9853 5.2467 -1.2908 0.000
C -7.5881 -1.8430 0.9927 -0.001
C 2.0579 4.0027 -4.6028 0.000
C 7.6952 6.1983 -1.6724 0.000
C 0.9459 -2.9627 1.6597 0.000
C -5.2363 -1.0893 1.2032 0.014
C 0.9615 -0.7288 0.4591 0.000
C 6.2846 6.5680 -2.0817 0.000
C 0.7754 3.2502 -4.8978 0.000
C 4.7983 3.1524 1.0280 0.000
C -0.1796 -0.2361 -0.4445 0.000
C 0.7602 -9.2962 7.4644 0.000
C 1.3595 -4.4427 1.6367 0.000
C 0.5744 -8.3540 6.2885 0.000
C 1.1656 -2.2576 0.3220 0.000
C -3.1369 1.8097 -0.3097 0.000
C -3.5033 -3.1549 -0.5039 0.000
C -1.7676 1.6452 -0.9815 0.000
C 0.7597 7.0946 -9.2628 0.000
C 3.3316 2.7771 1.1272 0.000
C 0.6799 -3.5364 6.8510 0.000
C -0.1424 2.1925 -8.8920 0.000
C 0.3036 -3.4530 5.3865 0.000
C -4.2997 -0.8542 -1.2071 0.015
C 1.2980 -6.6885 10.1143 0.000
H 2.1651 -2.4911 -0.0541 0.000
H 1.8587 5.0646 -4.4499 0.000
H -5.8425 -0.5251 1.9136 0.002
H 1.5964 4.8757 -0.3383 0.000
H -3.2217 2.7689 0.2003 0.000
H 1.0747 -4.9186 0.6976 0.000
H 1.5133 -8.2279 5.7425 0.000
H -0.2569 7.4743 -9.3759 0.000
H 2.1006 6.5637 -7.6503 0.000
H -0.9279 1.2040 1.0081 0.000
H 6.2761 6.8792 -3.1278 0.000
H -1.0432 -0.9012 -0.3516 0.000
H -4.3922 -1.4810 1.7756 0.000
H 0.2460 -2.6922 7.3902 0.000
H 0.6354 1.1690 -7.1510 0.000
H 5.9096 7.4070 -1.4967 0.000
H 3.0190 2.1966 0.2588 0.000
H -1.1257 1.2513 -7.2142 0.000
H -8.3051 -2.5671 0.6160 0.000
H 1.7455 -7.6778 9.9843 0.000
H -2.6261 -3.0802 -1.1460 0.000
H 2.7668 3.9161 -5.4328 0.000
H -3.7913 -4.1877 -0.3363 0.001
H 5.0735 3.8552 1.8188 0.000
H 2.7047 3.6737 1.1686 0.000
H 0.2452 1.8122 -0.2235 0.000
H 2.5010 7.1297 -2.2130 0.000
H -1.4813 2.6314 -1.3640 0.000
H 0.4573 -2.6408 -0.4177 0.000
H 0.2005 -0.2373 -1.4678 0.000
H 1.5245 -2.4613 2.4376 0.000
H 5.4186 2.2649 1.1481 0.000
H -0.2453 0.1263 -8.2682 0.000
H 1.8673 -0.2021 0.1504 0.000
H -3.2391 -2.6360 0.4195 0.000
H 0.8542 -4.9667 2.4478 0.000
H 0.8231 2.1502 -9.4033 0.000
H -6.9119 -4.0263 1.6522 0.000
H 1.3097 4.9079 -2.0752 0.000
H -7.6956 -1.8452 2.0831 0.000
H 3.0661 -5.6428 9.4267 0.000
H -0.9179 2.0300 -9.6399 0.000
H 2.5399 3.5982 -3.7130 0.000
H -0.1560 -8.7694 5.5950 0.000
H 1.9322 -4.6362 10.3289 0.000
H 0.6786 -6.7282 11.0092 0.000
H -5.5598 0.6067 -0.0845 0.001
H 0.7979 -2.6054 4.9088 0.000
H 3.1384 2.1960 2.0295 0.000
H -1.8042 1.0057 -1.8646 0.000
H -4.1190 -3.8159 -2.7307 0.000
H 2.6359 7.1369 -0.4540 0.000
H 0.9676 -10.3093 7.1193 0.000
H -5.7162 -3.2667 2.6598 0.000
H -5.2507 -4.2488 1.1983 0.001
H -0.1302 -9.3105 8.0930 0.000
H -3.2149 -0.7833 -1.2766 0.001
H -5.5172 -2.8560 -3.1695 -0.001
H -0.7758 -3.3322 5.2778 0.000
H 0.7913 7.6348 -7.1883 0.000
H 1.6024 -8.9788 8.0874 0.000
H -3.7684 1.0745 1.6155 0.000
H 1.7595 -3.4782 6.9852 0.000
H 2.4373 -4.5154 1.7772 0.000
H 8.3335 7.0827 -1.6460 0.000
H -3.8761 1.8423 -1.1167 0.000
H 8.1203 5.4838 -2.3787 0.000
H -0.1175 -2.8948 1.9083 0.000
H 0.7477 -0.4833 1.5015 0.000
H 7.7122 5.7253 -0.6907 0.000
H -3.8616 -2.1553 -3.2573 0.000
H -7.7860 -0.8226 0.6732 0.001
H -2.7494 -0.0689 0.7892 0.000
H 0.5736 -4.3623 4.8498 0.000
H 1.4556 7.8481 -9.6348 0.000
H -4.7656 -0.3634 -2.0594 0.003
H 0.1238 3.2647 -4.0236 0.000
H 0.8397 6.2055 -9.8879 0.000
H 1.0404 7.1811 -1.2040 0.000
H 2.9546 -5.8134 11.1784 0.000
H 0.9885 2.2019 -5.1255 0.000
```

=====

# C26H68N11O3P3

A 5-piece molecular cluster, C26H68N11O3P3 overall in a non-equilibrium geometry (wB97M-V/def2-TZVPD, OMol25).

Its HOMO energy is -8.03 eV. The molar mass comes out at 675.83 g/mol. Its SMILES is CN(C)P(=O)(N(C)C)N(C)C.CN(C)P(=O)(N(C)C)N(C)C.CN(C)P(=O)(N(C)C)N(C)C.CCCC#N.CCCC#N. As for the orbital gap: 0.3088 Eh.

Structure (XYZ):
```
111
Properties=species:S:1:pos:R:3:lowdin_charge:R:1
P -1.9148 -4.4286 -1.6821 0.483
P 0.9876 2.6153 1.0217 0.474
P -0.1532 -1.8333 4.2013 0.503
O -2.4469 -5.0777 -2.9110 -0.290
O 0.1045 -1.7762 5.6578 -0.298
O 0.7801 1.1596 1.3065 -0.294
N -2.1456 3.3176 -2.7621 0.165
N -2.8950 -3.1479 -1.2803 -0.299
N -1.1240 -0.5383 3.7911 -0.287
N -0.3387 3.5310 1.2913 -0.307
N -1.9516 -5.2622 -0.2522 -0.284
N 2.1185 3.1304 2.1358 -0.282
N -0.3465 -4.0405 -1.7759 -0.296
N 2.3219 3.0670 -6.8774 0.164
N 1.4709 3.0290 -0.4703 -0.303
N 1.2877 -1.7216 3.4433 -0.298
N -0.9305 -3.1213 3.5113 -0.307
C -1.7735 -0.4332 2.5015 -0.134
C 2.4872 -1.7447 4.2125 -0.107
C 0.4300 -3.5993 -0.6534 -0.133
C 4.0926 5.6333 -5.0057 -0.099
C -1.0297 -6.3776 -0.0678 -0.123
C 1.0992 4.1685 -1.2704 -0.092
C -0.2904 -4.4024 3.4658 -0.102
C 1.4248 -1.8905 2.0165 -0.121
C 1.9558 3.8221 -6.1389 -0.267
C 1.6112 4.8140 -5.1294 -0.178
C 2.5611 2.2370 3.2085 -0.091
C -0.5438 4.1418 2.5778 -0.100
C -0.8802 -0.2057 -2.3920 -0.089
C -1.5999 3.1206 0.6302 -0.096
C -0.7874 1.7028 -4.3069 -0.135
C -3.8923 -2.6858 -2.3101 -0.088
C 3.0473 4.2474 1.9164 -0.113
C -0.0202 0.6753 -3.3407 -0.201
C -2.3688 -3.2209 3.6075 -0.112
C 2.5961 2.2414 -0.9677 -0.106
C -3.1919 -5.3997 0.4982 -0.112
C -1.1067 0.7043 4.5839 -0.075
C 0.2526 -3.5749 -3.0224 -0.087
C -1.4780 2.6658 -3.4538 -0.247
C -3.0048 -2.3067 -0.1318 -0.163
C 2.6244 6.0072 -5.0801 -0.238
H 4.0521 3.9548 1.6982 0.064
H 1.5594 4.4126 -4.1073 0.086
H 2.2839 6.5914 -4.2334 0.098
H -2.0273 4.0791 0.1198 0.104
H -0.1806 -0.5042 -1.6243 0.065
H 2.4793 1.8989 -2.0223 0.074
H 4.2573 4.5504 -5.0618 0.075
H -0.5922 3.3785 3.3152 0.054
H 0.1766 4.9129 2.7837 0.080
H 1.5310 -3.7863 -0.7844 0.108
H 3.1142 2.8908 3.8697 0.075
H -1.3453 0.2454 1.8281 0.027
H -3.9785 -4.6328 0.3334 0.082
H 2.2606 -2.5156 1.7024 0.085
H 0.1906 4.4939 -0.7705 0.068
H 0.1111 -4.0171 0.3132 0.063
H -1.4591 4.6736 2.6269 0.076
H -0.2551 -3.9689 -3.8791 0.074
H -0.3752 -4.9211 4.4295 0.095
H -1.4914 1.3303 -5.0529 0.122
H 4.4884 5.9291 -4.0437 0.064
H 0.5449 1.2888 -2.6517 0.060
H 1.2399 -4.0471 -3.0936 0.090
H -3.0629 -5.3275 1.5674 0.056
H -1.5521 -7.3766 0.1015 0.106
H -4.8726 -2.4620 -1.8347 0.086
H -0.4718 -6.3401 0.8433 0.042
H -0.0085 2.2752 -4.8416 0.088
H 0.9580 3.9410 -2.2673 0.020
H -0.5707 1.4779 4.0356 0.043
H -2.2445 -2.6471 0.5768 0.048
H 1.5121 -0.8815 1.5485 0.065
H -1.4435 2.4608 -0.2175 0.049
H 2.4581 6.6877 -5.9175 0.107
H 0.3314 -2.4907 -3.1007 0.062
H -0.1948 -6.4807 -0.7755 0.090
H -3.7439 -6.3066 0.1818 0.096
H -2.1197 0.8967 4.9075 0.083
H 1.8193 5.0225 -1.1053 0.100
H -2.7903 -1.2399 -0.3655 0.090
H 0.7227 -4.3377 3.1737 0.065
H 0.5275 -2.3159 1.5538 0.041
H 3.1217 -0.9084 3.8662 0.081
H 3.2120 1.4879 2.9045 0.049
H 1.7320 1.8029 3.8198 0.089
H -2.7985 0.0608 2.6382 0.108
H 3.5327 2.8781 -1.0664 0.095
H 0.3590 -2.5009 -0.5401 0.069
H 0.7049 0.1162 -3.9133 0.101
H -0.7926 -5.0786 2.7254 0.080
H -1.5614 0.4995 -1.9288 0.061
H 2.2228 -1.7383 5.2075 0.036
H -3.9954 -3.5099 -3.0408 0.063
H -1.3479 -1.0073 -2.9293 0.050
H -2.8652 -2.2515 3.9598 0.115
H -2.3190 2.8588 1.3919 0.073
H -1.9780 -1.4154 2.0519 0.032
H 3.2153 4.9178 2.8283 0.101
H -2.7761 -3.6076 2.6521 0.061
H -3.8817 -2.3950 0.5426 0.093
H 3.0730 -2.6701 3.9350 0.098
H -2.5736 -3.9278 4.3823 0.074
H 0.6156 5.2090 -5.3371 0.119
H -0.4546 0.4611 5.4394 0.078
H 2.6655 4.9253 1.1372 0.070
H 2.7514 1.4027 -0.2153 0.096
H 4.7305 6.1206 -5.7213 0.069
H -3.4704 -1.7648 -2.8457 0.082
```